A structure of composition C24H16Cl5MoN4O2S. Source: the OMol25 dataset; level of theory: ωB97M-V/def2-TZVPD.

```
! RIJCOSX wB97M-V def2-TZVPD def2/J DEFGRID3
* xyz 0 2
Mo -0.107 0.587 -0.151
Cl -7.203 1.845 0.416
C -5.630 1.344 -0.072
C -4.507 1.766 0.629
Cl -4.670 2.795 1.999
C -3.248 1.354 0.223
Cl -1.822 1.876 1.100
C -3.025 0.521 -0.889
O -1.859 0.135 -1.278
C -4.194 0.102 -1.574
Cl -3.971 -0.943 -2.923
C -5.458 0.504 -1.178
Cl -6.839 -0.035 -2.050
O 1.089 -0.687 -1.296
N 2.335 -0.950 -0.884
C 3.126 -1.616 -1.756
C 4.415 -1.932 -1.438
C 4.911 -1.553 -0.186
C 4.090 -0.883 0.684
C 2.767 -0.572 0.338
S 1.710 0.326 1.373
H 2.638 -1.850 -2.690
H 5.024 -2.460 -2.156
H 5.931 -1.780 0.093
H 4.435 -0.561 1.656
N -2.664 -4.737 2.389
C -2.132 -3.599 1.861
C -1.896 -3.475 0.486
C -1.342 -2.317 -0.004
N -1.000 -1.283 0.775
C -1.208 -1.403 2.091
C -1.766 -2.518 2.671
H -3.091 -5.406 1.773
H -2.999 -4.726 3.335
H -2.153 -4.276 -0.194
H -1.173 -2.181 -1.063
H -0.912 -0.559 2.702
H -1.915 -2.550 3.742
C -0.028 2.074 -1.709
C 1.238 2.570 -1.169
C 2.465 2.046 -1.627
C 3.640 2.298 -0.961
C 3.628 3.083 0.199
C 2.439 3.665 0.635
C 1.261 3.406 -0.038
C 4.842 3.293 0.926
N 5.817 3.450 1.516
H 0.051 1.601 -2.684
H -0.858 2.777 -1.655
H 2.462 1.417 -2.508
H 4.575 1.878 -1.309
H 2.442 4.290 1.517
H 0.336 3.850 0.310
*
```

## Properties
electronic energy	-4061.0265	a.u.
largest force on an atom	0.3	eV/Å
expectation value of S²	0.758
highest occupied orbital energy (spin up / spin down)	-0.27015 / -0.25519	Ha
energy above the lowest of the compared OMol25 structures with the same formula, charge and spin	0.000	eV
molar mass	697.7	g mol⁻¹

Listed below, in e, are the Mulliken charges computed for each atom:
1. Mo -0.063
2. Cl -0.201
3. C 0.492
4. C -0.248
5. Cl -0.203
6. C 1.220
7. Cl -0.177
8. C -0.798
9. O -0.400
10. C 0.322
11. Cl -0.197
12. C 0.047
13. Cl -0.191
14. O -0.421
15. N 0.595
16. C -0.241
17. C -0.805
18. C -0.201
19. C -0.983
20. C 0.777
21. S -0.270
22. H 0.470
23. H 0.431
24. H 0.407
25. H 0.443
26. N -0.480
27. C 1.121
28. C -0.823
29. C -0.641
30. N 0.337
31. C -0.496
32. C -0.921
33. H 0.211
34. H 0.208
35. H 0.315
36. H 0.563
37. H 0.452
38. H 0.325
39. C -1.216
40. C 0.733
41. C -0.542
42. C -0.712
43. C 0.642
44. C -0.906
45. C -0.067
46. C -0.065
47. N -0.539
48. H 0.281
49. H 0.572
50. H 0.365
51. H 0.504
52. H 0.474
53. H 0.500

***

An isolated molecule of C4H13FNP in a non-equilibrium geometry. Source: the OMol25 dataset; level of theory: ωB97M-V/def2-TZVPD.

```
! RIJCOSX wB97M-V def2-TZVPD def2/J DEFGRID3
* xyz 0 1
N 2.408 -1.222 0.141
C 2.463 0.244 0.130
C 1.136 0.816 -0.496
C -0.056 0.236 0.337
C -1.435 0.832 -0.147
P -2.754 -0.533 -0.114
F -3.967 -1.757 0.013
H 2.501 -1.606 1.066
H 3.045 -1.643 -0.516
H 2.514 0.642 1.164
H 3.328 0.653 -0.428
H 1.164 1.910 -0.318
H 1.038 0.590 -1.571
H -0.118 -0.863 0.264
H 0.147 0.546 1.383
H -1.767 1.632 0.545
H -1.309 1.238 -1.172
H -3.691 0.277 -0.809
H -1.911 -1.471 -0.776
H -2.738 -0.520 1.304
*
```

## Properties
electronic energy	-656.1335	a.u.
largest force on an atom	1.6	eV/Å
highest occupied orbital energy	-0.33520	Ha
SMILES	NCCCC[PH3]F
molar mass	125.1	g mol⁻¹

Listed below, in e, are the Mulliken charges computed for each atom:
1. N -0.456
2. C -0.652
3. C -0.602
4. C -0.519
5. C -1.022
6. P 0.498
7. F -0.408
8. H 0.188
9. H 0.191
10. H 0.344
11. H 0.331
12. H 0.251
13. H 0.376
14. H 0.378
15. H 0.185
16. H 0.369
17. H 0.455
18. H 0.033
19. H 0.037
20. H 0.023

***

An isolated molecule of C21H27N3O5 in a non-equilibrium geometry. Source: the OMol25 dataset; level of theory: ωB97M-V/def2-TZVPD.

```
! RIJCOSX wB97M-V def2-TZVPD def2/J DEFGRID3
* xyz 0 1
C 4.158 1.819 -1.562
H 3.977 1.103 -2.359
H 4.183 2.820 -1.982
H 5.121 1.599 -1.109
C 3.050 1.720 -0.514
C 1.683 1.926 -1.163
H 1.446 1.106 -1.837
H 1.691 2.852 -1.730
H 0.906 1.990 -0.406
C 3.277 2.729 0.612
H 2.510 2.618 1.374
H 3.231 3.739 0.214
H 4.253 2.572 1.069
O 3.194 0.374 0.012
C 2.333 -0.113 0.906
O 1.350 0.449 1.349
N 2.697 -1.362 1.274
H 3.565 -1.722 0.914
C 1.933 -2.121 2.242
H 0.885 -2.073 1.940
C 2.088 -1.558 3.660
C 1.105 -2.159 4.666
C -0.373 -1.946 4.327
C -0.805 -0.469 4.300
C -1.923 -0.310 3.284
O -3.099 -0.366 3.546
N -1.425 -0.163 2.015
N -2.223 -0.145 0.939
C -1.682 -0.043 -0.211
C -2.467 -0.028 -1.422
C -3.824 -0.039 -1.396
O -4.619 -0.024 -2.464
C -4.047 0.008 -3.694
C -4.897 0.029 -4.801
C -4.364 0.061 -6.070
C -2.983 0.075 -6.257
C -2.143 0.055 -5.169
C -2.658 0.021 -3.870
C -1.756 -0.004 -2.707
O -0.540 -0.011 -2.812
H -1.069 0.064 -5.280
H -2.577 0.101 -7.257
H -5.022 0.077 -6.926
H -5.963 0.018 -4.635
H -4.367 -0.061 -0.461
H -0.601 0.031 -0.346
H -0.416 -0.029 1.874
H 0.029 0.172 4.018
H -1.168 -0.163 5.281
H -0.978 -2.475 5.065
H -0.590 -2.405 3.362
H 1.285 -3.234 4.737
H 1.311 -1.723 5.646
H 1.953 -0.478 3.608
H 3.107 -1.743 4.008
H 2.260 -3.161 2.200
*
```

## Properties
electronic energy	-1356.9247	a.u.
largest force on an atom	1.0	eV/Å
highest occupied orbital energy	-0.29991	Ha
energy above the lowest of the compared OMol25 structures with the same formula, charge and spin	2.519	eV
SMILES	CC(C)(C)OC(=O)NCCCCCC(=O)N/N=C/c1coc2ccccc2c1=O
molar mass	401.5	g mol⁻¹

Listed below, in e, are the Mulliken charges computed for each atom:
1. C -1.796
2. H 0.405
3. H 0.415
4. H 0.423
5. C 1.933
6. C -1.637
7. H 0.440
8. H 0.510
9. H 0.286
10. C -1.715
11. H 0.321
12. H 0.447
13. H 0.400
14. O -0.576
15. C 0.529
16. O -0.948
17. N -0.099
18. H 0.274
19. C -0.406
20. H 0.129
21. C -0.376
22. C -0.953
23. C -0.625
24. C -0.315
25. C 0.225
26. O -0.641
27. N 0.658
28. N -0.946
29. C -0.201
30. C 0.309
31. C -0.263
32. O -0.416
33. C 0.423
34. C -0.771
35. C -0.263
36. C -0.677
37. C -0.496
38. C 0.238
39. C 0.641
40. O -0.720
41. H 0.471
42. H 0.398
43. H 0.387
44. H 0.438
45. H 0.531
46. H 0.328
47. H 0.327
48. H 0.105
49. H 0.411
50. H 0.398
51. H 0.370
52. H 0.368
53. H 0.336
54. H 0.186
55. H 0.370
56. H 0.410

***

A cluster of 7 separate species, C42H52NOS in total in a non-equilibrium geometry. Source: the OMol25 dataset; level of theory: ωB97M-V/def2-TZVPD.

```
! RIJCOSX wB97M-V def2-TZVPD def2/J DEFGRID3
* xyz 1 1
C 1.597 -3.954 0.222
C 2.681 -2.885 -0.137
C 2.226 -1.392 -0.021
O 0.891 -1.195 0.479
N -0.011 -1.340 -0.567
C -1.426 -1.337 -0.098
C -1.764 -2.475 0.881
C -2.104 -3.858 0.204
S -1.749 -3.949 -1.595
H 2.119 -4.789 0.724
H 0.823 -3.617 0.925
H 1.182 -4.374 -0.709
H 3.600 -3.093 0.433
H 2.968 -3.044 -1.194
H 2.316 -0.898 -1.013
H 2.952 -0.867 0.619
H 0.225 -2.136 -1.180
H 0.099 -0.492 -1.146
H -1.560 -0.385 0.450
H -2.082 -1.270 -0.977
H -0.999 -2.636 1.657
H -2.665 -2.152 1.434
H -1.474 -4.624 0.683
H -3.148 -4.116 0.428
H -2.576 -3.044 -2.229
C 2.286 -0.987 -4.533
C 3.444 -0.533 -5.152
C 3.575 0.810 -5.483
C 2.550 1.703 -5.186
C 1.394 1.250 -4.565
C 1.261 -0.095 -4.242
H 2.183 -2.036 -4.279
H 4.244 -1.227 -5.377
H 4.475 1.162 -5.970
H 2.654 2.750 -5.440
H 0.596 1.946 -4.333
H 0.353 -0.449 -3.763
C 4.584 -9.109 2.967
C 5.753 -8.670 2.356
C 5.910 -7.327 2.038
C 4.901 -6.421 2.339
C 3.734 -6.859 2.953
C 3.573 -8.203 3.263
H 4.461 -10.156 3.212
H 6.541 -9.376 2.127
H 6.818 -6.987 1.556
H 5.026 -5.372 2.096
H 2.948 -6.151 3.190
H 2.662 -8.545 3.737
C -4.231 0.015 3.927
C -3.083 0.491 3.306
C -2.974 1.837 2.977
C -4.012 2.710 3.279
C -5.159 2.235 3.903
C -5.271 0.888 4.224
H -4.317 -1.034 4.181
H -2.269 -0.189 3.078
H -2.081 2.207 2.488
H -3.927 3.760 3.028
H -5.967 2.916 4.140
H -6.167 0.518 4.706
C -5.820 -0.338 -4.053
C -5.955 -1.601 -3.490
C -5.577 -1.817 -2.171
C -5.072 -0.767 -1.411
C -4.940 0.497 -1.973
C -5.311 0.711 -3.295
H -6.112 -0.170 -5.081
H -6.354 -2.417 -4.080
H -5.677 -2.804 -1.733
H -4.782 -0.935 -0.379
H -4.551 1.316 -1.380
H -5.205 1.694 -3.735
C -2.888 6.435 6.324
C -3.050 7.814 6.363
C -4.158 8.401 5.764
C -5.109 7.608 5.134
C -4.948 6.228 5.098
C -3.836 5.642 5.689
H -2.023 5.978 6.789
H -2.313 8.432 6.860
H -4.281 9.476 5.789
H -5.975 8.065 4.671
H -5.691 5.609 4.608
H -3.708 4.566 5.657
C 6.955 5.607 -3.297
C 7.183 5.829 -4.649
C 6.460 5.121 -5.601
C 5.502 4.198 -5.200
C 5.272 3.978 -3.847
C 6.002 4.680 -2.896
H 7.522 6.157 -2.555
H 7.924 6.553 -4.962
H 6.642 5.290 -6.655
H 4.935 3.649 -5.943
H 4.524 3.259 -3.534
H 5.826 4.506 -1.841
*
```

## Properties
electronic energy	-2159.4450	a.u.
largest force on an atom	1.7	eV/Å
highest occupied orbital energy	-0.39317	Ha
molar mass	619.0	g mol⁻¹

Listed below, in e, are the Mulliken charges computed for each atom:
1. C -0.645
2. C -0.478
3. C -0.396
4. O -0.287
5. N 0.099
6. C -1.200
7. C -0.274
8. C -0.819
9. S -0.224
10. H 0.316
11. H 0.065
12. H 0.240
13. H 0.303
14. H 0.288
15. H 0.258
16. H 0.377
17. H 0.448
18. H 0.413
19. H 0.269
20. H 0.515
21. H 0.453
22. H 0.280
23. H 0.336
24. H 0.487
25. H 0.144
26. C -0.515
27. C -0.532
28. C -0.350
29. C -0.309
30. C -0.610
31. C -0.382
32. H 0.453
33. H 0.393
34. H 0.321
35. H 0.439
36. H 0.383
37. H 0.709
38. C -0.388
39. C -0.351
40. C -0.447
41. C -0.300
42. C -0.297
43. C -0.406
44. H 0.361
45. H 0.363
46. H 0.361
47. H 0.361
48. H 0.390
49. H 0.358
50. C -0.532
51. C -0.312
52. C -0.541
53. C -0.406
54. C -0.439
55. C -0.475
56. H 0.399
57. H 0.645
58. H 0.402
59. H 0.489
60. H 0.356
61. H 0.396
62. C -0.412
63. C -0.450
64. C -0.455
65. C -0.356
66. C -0.499
67. C -0.436
68. H 0.386
69. H 0.391
70. H 0.437
71. H 0.593
72. H 0.435
73. H 0.397
74. C -0.475
75. C -0.383
76. C -0.352
77. C -0.553
78. C -0.160
79. C -0.186
80. H 0.365
81. H 0.361
82. H 0.364
83. H 0.363
84. H 0.295
85. H 0.370
86. C -0.396
87. C -0.351
88. C -0.579
89. C -0.090
90. C -0.084
91. C -0.490
92. H 0.361
93. H 0.363
94. H 0.361
95. H 0.233
96. H 0.332
97. H 0.346